# 1
Entry from the OMol25 dataset: a 2-piece molecular cluster, CH2BrClO overall (ωB97M-V/def2-TZVPD).

HOMO-LUMO gap (alpha / beta) (hartree): 0.30016 / 0.29837
HOMO (alpha / beta) (eV): -7.4104 / -10.7678
F_max (hartree/bohr): 0.04424
LUMO (alpha / beta) (eV): 0.76 / -2.65
Spin multiplicity: 3

```
6
Properties=species:S:1:pos:R:3:forces:R:3:lowdin_charge:R:1
C -0.61746 0.29312 -0.16256 -0.6 1.7 -1.3 -1.213
O 0.85699 -1.10420 0.55137 0.8 -1.4 1.0 -0.009
Cl -0.22333 0.61181 -1.81427 -0.3 -0.2 0.7 0.532
Br -0.50960 1.61862 1.10391 0.3 0.5 0.2 0.677
H -1.22518 -0.49807 0.15043 -0.9 -0.9 -0.4 -0.021
H 1.71859 -0.92129 0.17113 0.8 0.2 -0.3 0.035
```
Positions in Å, forces in eV/Å.

# 2
Entry from the OMol25 dataset: a 2-piece molecular cluster, CH2BrClO2S overall (ωB97M-V/def2-TZVPD).

HOMO-LUMO gap (hartree): 0.35333
HOMO (eV): -10.6846
F_max (hartree/bohr): 0.02018
LUMO (eV): -1.07

```
8
Properties=species:S:1:pos:R:3:forces:R:3:lowdin_charge:R:1
C -1.91078 -0.02913 0.16092 0.1 -0.1 0.0 -1.033
O 3.12241 1.44400 -0.44803 0.2 -0.1 0.5 -0.439
O 2.66444 -0.91226 -0.81472 0.2 -0.1 0.5 -0.438
S 3.14978 0.10658 0.06985 -0.4 0.2 -0.9 0.853
Cl -0.66827 0.93893 0.98247 -0.2 -0.1 -0.1 0.471
Br -1.58637 -1.93386 0.33889 0.0 0.2 0.0 0.562
H -2.87857 0.17928 0.61159 0.2 0.0 -0.1 0.011
H -1.89265 0.20646 -0.90097 0.0 0.0 0.2 0.013
```
Positions in Å, forces in eV/Å.

# 3
Entry from the OMol25 dataset: a 2-piece molecular cluster, CH2BrI overall (ωB97M-V/def2-TZVPD).

HOMO-LUMO gap (alpha / beta) (hartree): 0.32958 / 0.24470
HOMO (alpha / beta) (eV): -8.1291 / -10.0484
F_max (hartree/bohr): 0.06971
LUMO (alpha / beta) (eV): 0.84 / -3.39
Spin multiplicity: 3

```
5
Properties=species:S:1:pos:R:3:forces:R:3:lowdin_charge:R:1
C -0.79216 0.09135 -0.10972 2.0 0.4 -3.0 -0.662
Br -1.22833 -1.55934 0.28405 -1.0 -2.8 1.0 0.671
I 3.23403 0.56297 0.29324 0.0 0.0 0.0 0.034
H -0.14443 0.07441 -1.03819 -0.9 1.1 1.5 -0.002
H -1.06911 0.83061 0.57062 -0.1 1.3 0.5 -0.040
```
Positions in Å, forces in eV/Å.

# 4
Entry from the OMol25 dataset: a 2-piece molecular cluster, CH2BrN2O3 overall (ωB97M-V/def2-TZVPD).

HOMO-LUMO gap (alpha / beta) (hartree): 0.29149 / 0.29151
HOMO (alpha / beta) (eV): -15.1112 / -15.1119
F_max (hartree/bohr): 0.09431
LUMO (alpha / beta) (eV): -7.18 / -7.18
Total charge: +1

```
9
Properties=species:S:1:pos:R:3:forces:R:3:lowdin_charge:R:1
C -0.42409 0.31760 0.50182 3.8 -0.2 -1.6 -0.570
N -1.58989 -0.25722 0.79015 -2.1 -2.8 2.6 -0.244
N 0.99459 -0.80173 -0.52942 -4.1 -1.9 1.1 0.036
O -2.23295 -1.05487 1.39264 1.2 1.8 -1.3 0.304
O -1.82759 0.59553 -0.14419 -0.8 0.6 -0.7 0.187
O 1.99150 -0.08431 -0.61321 3.1 3.5 -1.2 -0.046
Br 0.59914 1.57438 1.37120 -0.8 -0.1 0.2 0.999
H 0.47703 -0.91406 -1.41494 -0.1 0.5 0.0 0.133
H 2.01225 0.62467 -1.35405 -0.2 -1.3 1.0 0.202
```
Positions in Å, forces in eV/Å.

# 5
Entry from the OMol25 dataset: CH2BrP as an isolated structure (ωB97M-V/def2-TZVPD).

HOMO-LUMO gap (hartree): 0.23153
HOMO (eV): -9.4943
F_max (hartree/bohr): 0.06299
LUMO (eV): -3.19

```
5
Properties=species:S:1:pos:R:3:forces:R:3:lowdin_charge:R:1
C 1.36682 0.38718 0.00917 -3.1 -0.9 -0.6 -0.255
P -0.15663 -0.15079 -0.22109 0.6 -1.3 0.5 0.654
Br -3.10311 -0.11978 -0.07706 2.0 0.1 0.0 -0.273
H 1.65954 1.37056 0.14329 1.4 1.9 0.4 -0.082
H 0.23337 -1.48717 0.14569 -1.0 0.2 -0.3 -0.044
```
Positions in Å, forces in eV/Å.

# 6
Entry from the OMol25 dataset: a 2-piece molecular cluster, CH2Cl2O2 overall (ωB97M-V/def2-TZVPD).

HOMO-LUMO gap (alpha / beta) (hartree): 0.39413 / 0.25363
HOMO (alpha / beta) (eV): -10.7682 / -7.9360
F_max (hartree/bohr): 0.08937
LUMO (alpha / beta) (eV): -0.04 / -1.03

```
7
Properties=species:S:1:pos:R:3:forces:R:3:lowdin_charge:R:1
C -1.07987 -0.46052 0.58623 -0.2 3.7 2.0 -1.164
O 1.70648 0.14024 -0.73270 -1.2 -2.2 3.8 -0.061
O 1.00372 0.83224 0.22234 0.7 -0.7 -1.0 -0.141
Cl -0.46055 -1.86866 0.05195 0.2 -0.9 -0.2 0.694
Cl -2.19743 0.49420 -0.30199 -0.1 -0.6 -0.4 0.561
H -0.90055 0.13118 1.55928 0.2 -2.1 -1.5 0.065
H 1.92821 0.73132 -1.38512 0.4 2.7 -2.7 0.047
```
Positions in Å, forces in eV/Å.

# 7
Entry from the OMol25 dataset: a single CH2Cl2O2 molecule (ωB97M-V/def2-TZVPD).

HOMO-LUMO gap (hartree): 0.42510
HOMO (eV): -11.1445
F_max (hartree/bohr): 0.05374
SMILES: OOC(Cl)Cl
LUMO (eV): 0.42

```
7
Properties=species:S:1:pos:R:3:forces:R:3:lowdin_charge:R:1
C -0.14019 -0.59746 1.22893 -0.5 -2.7 0.5 -1.080
O -0.13435 0.33297 -0.90032 -0.2 -0.6 1.0 0.029
O -0.70762 -0.65892 -0.01403 -1.2 0.6 0.5 -0.210
Cl 1.20343 -1.77344 1.32153 0.4 -0.5 0.0 0.572
Cl -1.32673 -1.03660 2.54920 0.4 0.4 -1.2 0.564
H 0.34172 0.25519 1.53073 0.4 2.6 0.1 0.028
H 0.30901 -0.33595 -1.41861 0.7 0.1 -0.9 0.095
```
Positions in Å, forces in eV/Å.

# 8
Entry from the OMol25 dataset: a 2-piece molecular cluster, CH2Cl2O3 overall (ωB97M-V/def2-TZVPD).

HOMO-LUMO gap (hartree): 0.29370
HOMO (eV): -9.0385
F_max (hartree/bohr): 0.06065
LUMO (eV): -1.05

```
8
Properties=species:S:1:pos:R:3:forces:R:3:lowdin_charge:R:1
C 0.42543 -0.22526 -0.04580 1.1 2.8 -0.9 -0.384
O -0.70888 0.21843 0.48076 0.6 -1.4 -0.9 0.081
O 0.58210 0.51692 -1.95402 0.0 -1.3 2.4 -0.804
O 0.64586 -1.57179 -0.22867 -0.1 1.9 0.1 -0.449
Cl -0.63623 1.58172 -2.24387 -0.3 0.1 0.1 0.516
Cl 2.22347 -1.79098 -0.83733 -0.4 -0.1 0.2 0.757
H 1.16776 0.51694 0.35446 0.3 -1.7 -0.8 0.166
H -1.41885 -0.22110 0.01591 -1.1 -0.3 -0.2 0.118
```
Positions in Å, forces in eV/Å.

ΔE to the lowest compared entry with this formula, charge and spin across the listed records, respectively: 34.5; 0.0; 28.1; 407.0; 371.4; 626.1; 340.1; 407.6 kJ/mol.